(1)
This record from the OMol25 dataset describes C48H60I2NO3PbSSb as an isolated structure. The level of theory is wB97M-V/def2-TZVPD.

The total energy is -3572.187767 hartree. The value obtained for the HOMO energy is -6.92 eV. Its gap between HOMO and LUMO is 5.53 eV.

XYZ file:
```
117
Properties=species:S:1:pos:R:3:forces:R:3:mulliken_charge:R:1
Pb -0.1370 -0.1198 0.1412 0.58 -0.28 -0.71 1.83
C 2.8957 5.4000 -5.2516 0.04 0.00 -0.04 -2.17
C 1.4959 4.9149 -4.8652 0.01 -0.03 0.09 2.07
C 0.9114 4.1535 -6.0621 -0.01 -0.01 -0.01 -1.68
C 0.6170 6.1404 -4.5757 0.00 0.03 0.00 -1.23
C 1.5219 4.0170 -3.6228 0.28 0.13 0.06 -0.69
C 0.4696 3.2261 -3.3129 -0.12 -0.21 0.22 -0.33
C 0.4958 2.3570 -2.1713 0.17 0.18 0.04 -1.72
N -0.4998 1.5515 -1.7904 -0.14 -0.12 -0.27 0.35
C -1.7697 1.6511 -2.1578 0.02 0.14 0.00 -1.33
C -2.4056 2.8687 -2.5964 0.22 -0.16 0.06 -0.09
C -3.6934 2.8765 -2.9888 -0.23 -0.10 -0.07 -0.50
C -4.4003 1.6142 -3.0144 -0.05 0.11 -0.05 0.00
C -3.9102 0.4310 -2.5759 0.05 0.02 0.09 -0.15
C -2.5570 0.4191 -2.0139 -0.14 0.03 0.00 1.27
O -2.0713 -0.6032 -1.4914 0.06 0.08 0.08 -0.84
C -4.7280 -0.8593 -2.5957 0.06 0.04 0.03 2.20
C -3.9870 -1.9378 -3.4019 0.01 0.00 -0.02 -1.62
C -6.0932 -0.6474 -3.2491 -0.07 -0.01 -0.01 -2.21
C -4.9611 -1.3548 -1.1599 -0.02 -0.04 0.01 -1.42
C -4.4591 4.1380 -3.3732 -0.03 -0.07 0.04 1.80
C -3.5707 5.3780 -3.3269 0.03 0.04 0.01 -2.05
C -5.6300 4.3368 -2.3984 0.00 0.00 0.01 -1.73
C -5.0054 3.9900 -4.8011 0.01 0.00 -0.04 -1.69
C 1.7311 2.2080 -1.4093 0.01 0.21 -0.22 0.89
O 1.8755 1.2886 -0.5688 -0.33 -0.10 0.34 0.02
C 2.7866 3.1825 -1.6539 -0.08 -0.07 0.05 -0.66
C 2.6423 4.0175 -2.7186 -0.09 0.11 -0.15 0.10
C 3.9864 3.2579 -0.7020 -0.10 -0.02 -0.03 2.46
C 4.9177 4.4139 -1.0691 0.05 0.02 0.01 -2.45
C 3.4852 3.4901 0.7333 -0.07 0.03 0.01 -1.51
C 4.8110 1.9643 -0.7404 0.06 -0.04 -0.03 -1.19
H 2.8343 5.9806 -6.1743 0.01 -0.01 0.01 0.46
H 3.3335 6.0491 -4.4910 -0.02 -0.01 -0.02 0.38
H 3.5786 4.5641 -5.4231 -0.02 0.01 0.01 0.42
H 0.9959 4.7620 -6.9654 -0.02 0.00 0.01 0.45
H 1.4450 3.2155 -6.2285 0.01 0.02 0.00 0.38
H -0.1460 3.9209 -5.9243 0.02 0.00 0.01 0.28
H 0.5202 6.7649 -5.4682 0.02 0.00 0.02 0.48
H -0.3821 5.8340 -4.2606 0.00 0.00 -0.02 0.01
H 1.0470 6.7499 -3.7774 -0.01 -0.02 0.00 0.30
H -0.3868 3.1761 -3.9695 -0.05 -0.02 0.02 0.90
H -1.8458 3.7876 -2.4999 0.04 -0.01 -0.02 0.88
H -5.4187 1.6372 -3.3804 0.04 0.01 -0.01 0.39
H -3.8382 -1.6101 -4.4339 -0.02 -0.01 0.01 0.35
H -3.0162 -2.1660 -2.9669 -0.01 0.02 0.01 0.19
H -4.5833 -2.8537 -3.4191 0.02 0.01 -0.01 0.47
H -6.0029 -0.2610 -4.2674 0.00 -0.03 0.01 0.43
H -6.6098 -1.6073 -3.3025 -0.01 0.02 0.00 0.44
H -6.7238 0.0345 -2.6726 0.03 0.00 -0.01 0.37
H -4.0228 -1.6583 -0.7017 0.01 0.01 0.00 -0.05
H -5.4114 -0.5729 -0.5441 -0.01 -0.02 -0.02 0.33
H -5.6347 -2.2159 -1.1703 0.01 0.02 0.00 0.47
H -3.1782 5.5605 -2.3240 -0.01 -0.01 -0.02 0.37
H -2.7284 5.2910 -4.0177 -0.01 0.00 0.01 0.24
H -4.1525 6.2540 -3.6204 0.01 -0.01 0.01 0.50
H -5.2665 4.4199 -1.3720 -0.01 0.01 -0.02 0.35
H -6.1778 5.2501 -2.6445 0.01 -0.02 -0.01 0.45
H -6.3347 3.5036 -2.4389 0.02 0.02 0.00 0.34
H -4.1926 3.8150 -5.5098 -0.01 0.01 0.01 0.33
H -5.7119 3.1627 -4.8876 0.02 0.02 0.01 0.30
H -5.5277 4.9027 -5.0982 0.00 -0.02 0.01 0.49
H 3.4346 4.7256 -2.9125 -0.02 -0.02 -0.03 0.37
H 4.4037 5.3777 -1.0346 0.00 -0.02 0.00 0.42
H 5.7356 4.4483 -0.3469 -0.01 0.01 -0.02 0.43
H 5.3592 4.2899 -2.0613 -0.01 0.00 0.02 0.43
H 2.8790 4.3984 0.7833 0.02 0.00 0.00 0.33
H 2.8867 2.6535 1.0923 0.03 0.01 -0.02 0.10
H 4.3390 3.6160 1.4048 -0.01 -0.01 -0.01 0.45
H 5.1850 1.7644 -1.7486 0.00 0.00 0.01 0.26
H 5.6704 2.0506 -0.0699 0.00 0.01 -0.02 0.59
H 4.2174 1.1145 -0.4100 0.00 0.04 0.04 -0.23
I -1.5273 -0.0963 4.8293 -0.01 0.07 0.01 0.04
C -1.1944 -1.7557 3.5707 0.10 -0.02 -0.03 -0.18
I -2.4571 -1.8612 1.8696 -0.29 -0.21 0.13 0.10
H -1.3658 -2.6545 4.1469 0.05 -0.02 0.01 0.52
H -0.1724 -1.6962 3.2089 0.02 0.00 0.04 -0.38
C -0.9464 2.6308 1.2697 0.04 0.03 0.04 -0.39
O -1.2192 1.2532 1.2637 -0.20 0.49 0.04 -0.41
H -1.0438 3.0896 0.2743 -0.02 -0.02 0.02 -0.05
H 0.0634 2.8607 1.6372 0.02 -0.04 0.00 0.18
H -1.6575 3.1392 1.9288 -0.02 -0.02 0.02 0.31
S 2.1371 -0.0620 2.3017 0.08 0.07 -0.20 -0.70
Sb 3.1581 -1.5311 0.8912 -0.13 -0.36 0.73 1.50
C 5.2155 -1.5133 1.2823 0.22 -0.01 -0.08 0.39
C 5.7109 -0.6122 2.2184 0.08 -0.07 -0.05 -0.72
C 7.0543 -0.6647 2.5716 -0.05 0.00 -0.02 -0.64
C 7.8884 -1.6146 1.9982 -0.01 0.00 -0.01 -0.48
C 7.3919 -2.5127 1.0612 -0.05 0.02 0.00 -0.65
C 6.0527 -2.4626 0.6981 0.03 0.13 0.02 -0.21
C 2.5601 -3.3797 1.7413 -0.04 -0.07 0.02 0.13
C 3.4019 -4.0751 2.6020 -0.02 -0.04 -0.04 -0.58
C 2.9257 -5.1760 3.3072 -0.01 0.04 -0.03 -0.68
C 1.6065 -5.5780 3.1633 0.00 0.02 -0.02 -0.56
C 0.7578 -4.8827 2.3087 0.03 0.01 0.00 -0.84
C 1.2325 -3.7876 1.6022 0.04 -0.03 0.02 -0.25
C 2.8847 -1.9522 -1.1672 -0.09 0.14 -0.19 1.10
C 2.5675 -3.2676 -1.5033 0.05 0.10 -0.11 -0.77
C 2.3507 -3.6084 -2.8341 0.00 0.00 0.06 -0.76
C 2.4469 -2.6455 -3.8256 0.01 0.02 0.01 -0.71
C 2.7861 -1.3405 -3.4933 0.00 -0.01 0.01 -0.51
C 3.0085 -0.9901 -2.1706 0.04 -0.09 0.06 -0.68
H 5.0459 0.1165 2.6694 0.00 -0.02 0.00 0.35
H 7.4471 0.0332 3.3000 0.00 0.00 -0.01 0.40
H 8.9325 -1.6562 2.2816 -0.01 0.00 0.00 0.38
H 8.0460 -3.2514 0.6160 0.00 0.01 0.00 0.41
H 5.6680 -3.1582 -0.0402 -0.01 -0.01 0.01 0.40
H 4.4307 -3.7612 2.7356 0.00 0.01 0.00 0.40
H 3.5863 -5.7118 3.9772 0.00 0.01 -0.01 0.40
H 1.2366 -6.4303 3.7191 0.00 0.01 -0.01 0.38
H -0.2760 -5.1861 2.1956 0.01 0.00 0.00 0.46
H 0.5537 -3.2543 0.9431 0.00 0.03 0.01 0.63
H 2.4909 -4.0325 -0.7439 -0.04 -0.01 0.04 0.44
H 2.0977 -4.6298 -3.0878 0.00 0.00 0.00 0.43
H 2.2612 -2.9113 -4.8583 0.01 0.00 0.00 0.41
H 2.8710 -0.5850 -4.2643 0.00 -0.01 0.00 0.49
H 3.2687 0.0279 -1.9282 -0.05 -0.01 0.01 0.30
```
Positions in Å, forces in eV/Å.

(2)
This record from the OMol25 dataset describes a 3-piece molecular cluster, C3H3NO2S overall. The level of theory is wB97M-V/def2-TZVPD.

The total energy is -719.417756 hartree. For the energy relative to the best compared isomer or geometry (same formula, charge and spin), the calculation gives 102.0 kcal/mol. The value obtained for the HOMO energy is -10.89 eV. Its gap between HOMO and LUMO is 9.99 eV.

XYZ file:
```
10
Properties=species:S:1:pos:R:3:forces:R:3:nbo_charge:R:1
C 0.5731 0.0592 1.3703 -0.26 -0.39 0.85 -0.30
C 0.8486 -0.9804 1.8995 -0.08 0.52 -0.28 -0.17
C -2.3248 1.2290 -0.9678 0.19 -0.04 -0.41 0.08
N -2.7013 1.0985 0.0986 -0.26 -0.02 0.78 -0.32
O 0.6659 0.2945 -1.7151 0.20 0.03 0.29 -0.88
O 1.8371 -1.7608 -1.1138 0.11 0.19 0.11 -0.84
S 1.7190 -0.3410 -0.9641 -0.04 -0.34 -0.93 1.69
H 0.2186 0.9858 1.0196 -0.16 0.47 -0.21 0.25
H 1.1156 -1.9040 2.3261 0.15 -0.46 0.18 0.24
H -1.9518 1.3193 -1.9533 0.15 0.04 -0.37 0.24
```
Positions in Å, forces in eV/Å.

Question: Which formula does entry 2 have?
Answer: C3H3NO2S

Question: The lowest gap between HOMO and LUMO belongs to which entry?
Answer: C48H60I2NO3PbSSb

Question: Look up the gap between HOMO and LUMO of the second one.
Answer: 9.99 eV

Question: Which of these has the highest gap between HOMO and LUMO?
Answer: C3H3NO2S